Entry 1:
A molecular structure, C25H26N8Rh, computed with ωB97M-V/def2-TZVPD.

Computed properties:
- ΔE to the lowest compared entry with this formula, charge and spin (kcal/mol) = 0.0
- charge = +3
- lowest unoccupied orbital energy (eV) = -10.13
- F_max (eV/Å) = 0.69
- highest occupied orbital energy (eV) = -16.54

Each line ends with the Löwdin charge.
Positions of all 60 atoms, in Å:
N  -0.368  -1.816  1.193  -0.0528
H  -5.008  0.637  1.596  0.1348
C  2.203  -3.024  -2.177  -0.0074
N  -0.335  -0.113  -2.855  0.0802
H  0.459  -1.681  -4.105  0.1029
H  2.095  1.810  2.314  0.1552
C  1.117  1.568  1.890  -0.1365
N  -1.581  3.259  -2.299  0.1539
C  2.341  0.513  0.085  -0.0730
C  0.564  -2.898  3.087  0.0400
C  -2.379  1.841  3.352  0.0297
H  4.500  -0.735  -1.201  0.1399
C  -0.438  -3.856  3.024  0.0231
H  0.875  2.337  1.161  0.1063
H  -2.068  -2.627  0.330  0.1295
C  -0.015  -0.717  -4.045  -0.0986
H  -1.287  1.992  -5.039  0.1748
H  -3.123  -0.199  0.242  0.1232
H  3.283  0.742  0.587  0.1581
H  -2.124  2.425  4.227  0.1414
C  -1.397  -3.782  2.023  0.0088
H  -4.498  2.016  3.630  0.1404
H  2.040  1.385  -0.500  0.1415
C  -0.393  0.080  -5.088  -0.0224
C  -3.992  0.848  1.895  0.0032
C  0.080  1.507  2.997  -0.0760
H  0.323  0.734  3.731  0.1347
H  1.329  -2.940  3.851  0.1440
H  2.558  -1.323  1.623  0.1505
C  -2.942  0.372  1.149  -0.0982
C  0.579  -1.889  2.144  -0.2152
C  -1.339  -2.737  1.125  -0.0743
C  -1.105  2.017  -2.134  -0.2278
H  -0.327  -0.046  -6.154  0.1386
C  1.666  -0.856  2.041  -0.0367
C  3.546  -1.226  -1.333  0.0374
C  -1.357  1.322  2.567  -0.2473
H  0.156  2.445  3.549  0.1470
N  -0.812  1.803  -0.847  0.0134
Rh  -0.348  -0.145  0.109  1.2641
C  -1.139  2.986  -0.193  -0.1139
C  -0.873  1.037  -3.178  -0.2861
N  -0.937  1.202  -4.521  0.1408
C  -3.701  1.609  3.021  0.0214
H  0.110  -2.865  -1.685  0.1277
N  1.279  0.291  1.129  -0.2295
H  -1.948  4.905  -0.958  0.1431
H  -1.889  3.671  -3.167  0.1825
C  2.398  -0.704  -0.774  -0.2623
H  4.317  -2.851  -2.508  0.1379
C  3.438  -2.408  -2.057  0.0144
H  -1.018  3.132  0.864  0.1030
H  1.951  -0.459  3.015  0.1455
N  -1.654  0.599  1.474  -0.0491
C  1.097  -2.428  -1.600  -0.1128
C  -1.606  3.892  -1.080  -0.0122
H  2.093  -3.955  -2.716  0.1339
N  1.198  -1.285  -0.918  -0.0118
H  -2.185  -4.517  1.939  0.1364
H  -0.467  -4.659  3.750  0.1409

Entry 2:
A gas-phase ion, C25H26N9O8S2 (charge -1) in a non-equilibrium geometry, computed with ωB97M-V/def2-TZVPD.

Computed properties:
- ΔE to the lowest compared entry with this formula, charge and spin (kcal/mol) = 0.0
- charge = -1
- lowest unoccupied orbital energy (eV) = 2.14
- F_max (eV/Å) = 1.64
- highest occupied orbital energy (eV) = -5.75
- structure (SMILES) = CCN1CCN(C(=O)N[C@@H](C(=O)N[C@@H]2C(=O)N3C(C(=O)[O-])=C(CSc4nnnn4C)CS[C@H]23)c2ccc(O)cc2)C(=O)C1=O

Each line ends with the Löwdin charge.
Positions of all 70 atoms, in Å:
H  -1.250  -5.427  -0.594  0.1236
H  -0.662  -2.004  -0.008  0.1059
C  -3.034  2.409  -2.014  -0.4290
C  0.493  -2.256  -1.806  -0.0791
H  -3.625  3.205  -1.553  0.0577
N  1.240  2.145  -0.180  0.1143
H  -3.204  2.413  -3.092  0.0734
N  0.131  -3.941  -0.149  -0.0454
N  -5.118  2.849  0.110  0.0188
C  2.110  -0.494  -1.343  -0.4625
H  -4.481  -0.606  -2.213  0.0726
H  7.745  3.140  -1.098  0.1082
C  2.198  -2.650  -0.145  -0.2878
C  -4.638  0.450  -1.990  -0.3636
S  -1.271  2.850  -1.824  0.9322
C  2.469  2.041  0.377  -0.4119
H  4.670  0.474  1.681  0.1238
C  -1.269  2.476  -0.045  -0.4395
C  -0.472  -2.777  -0.760  -0.1249
C  5.771  2.331  -0.911  -0.0260
C  6.638  1.258  1.487  0.0024
H  -6.193  0.644  3.485  0.0896
C  -0.739  -5.013  0.283  -0.1885
C  -2.755  0.469  -0.424  -0.0813
H  5.437  2.756  -1.847  0.1138
N  1.708  -1.830  -1.122  0.0803
O  2.060  -4.952  0.481  0.0723
H  0.274  2.674  1.577  0.1589
N  3.137  -0.048  -0.610  0.1677
C  -3.406  1.073  -1.430  -0.3132
C  7.511  2.012  0.711  -0.3227
S  -6.032  0.394  -0.767  0.9784
O  -0.086  -0.333  1.160  0.1170
C  7.070  2.549  -0.492  -0.0296
O  8.786  2.202  1.160  0.0440
O  1.527  0.183  -2.176  0.0440
C  -0.526  0.718  0.776  -0.3576
H  -2.409  -3.759  0.860  0.0547
H  -5.008  0.983  -2.864  0.0721
C  3.480  1.368  -0.590  -0.1564
H  -5.378  -0.411  2.287  0.0681
H  3.500  -0.661  0.119  0.1120
C  1.452  -3.975  0.079  -0.3655
C  -1.764  -4.518  1.297  -0.0582
O  2.745  2.385  1.503  0.0962
C  4.897  1.574  -0.145  -0.1786
H  -0.098  -5.784  0.718  0.1132
H  -1.914  3.200  0.460  0.1198
N  -5.754  1.512  1.688  -0.1610
H  1.108  1.755  -1.112  0.0833
H  3.323  1.763  -1.600  0.1528
N  -5.363  2.658  2.234  0.0280
H  -7.110  -0.004  2.088  0.0827
C  -3.253  -0.880  0.234  -0.6805
H  -2.381  -5.349  1.630  0.0711
H  0.087  -1.391  -2.332  0.1278
H  -1.431  -3.049  -1.203  0.1216
C  0.064  2.145  0.646  -0.1522
H  9.269  2.749  0.528  0.0998
N  -1.672  1.099  0.159  0.0482
C  -5.593  1.641  0.348  -0.6438
H  0.742  -3.038  -2.532  0.1377
C  -6.144  0.360  2.436  -0.0384
H  -1.261  -4.086  2.159  0.0846
O  -3.279  -1.862  -0.507  -0.0197
O  -3.589  -0.740  1.410  -0.0084
O  3.177  -2.394  0.529  0.1033
C  5.343  1.045  1.061  -0.0125
H  6.992  0.852  2.421  0.1174
N  -4.986  3.428  1.294  -0.0554

Entry 3:
A gas-phase ion, C25H26NO2 (charge +1) in a non-equilibrium geometry, computed with ωB97M-V/def2-TZVPD.

Computed properties:
- ΔE to the lowest compared entry with this formula, charge and spin (kcal/mol) = 65.3
- charge = +1
- lowest unoccupied orbital energy (eV) = -4.27
- F_max (eV/Å) = 2.31
- highest occupied orbital energy (eV) = -10.78
- structure (SMILES) = COc1ccc([C@H](c2ccc3c(c2)CCO3)[N+](=C(C)C)c2ccccc2)cc1

Each line ends with the Löwdin charge.
Positions of all 54 atoms, in Å:
H  3.324  -5.800  2.791  0.1273
N  2.641  -3.339  1.906  0.1094
H  3.137  -0.962  0.722  0.0795
C  3.706  -4.421  5.925  -0.0601
C  -0.139  -4.492  -2.085  -0.2159
H  5.660  -3.755  2.077  0.1146
C  3.985  -1.646  0.628  -0.0161
H  -4.402  -0.317  4.311  0.0988
C  -1.001  -4.526  -0.977  0.0341
C  -2.219  -1.493  2.887  0.0061
H  4.228  -1.742  -0.442  0.1104
C  -1.227  -1.817  1.971  -0.0431
H  -4.584  -2.133  4.504  0.1035
H  -1.495  -1.827  0.928  0.1135
H  -4.650  -1.047  5.961  0.0964
C  -1.899  -1.504  4.270  -0.2606
H  -3.231  -1.263  2.556  0.1111
H  1.361  -2.335  4.061  0.0598
H  2.727  -3.201  -0.766  0.1015
H  3.979  -6.443  5.135  0.1151
H  2.230  -3.282  -3.751  0.1264
H  3.970  -4.666  6.952  0.1151
H  2.682  -4.982  -3.349  0.1261
H  1.774  -1.596  1.099  0.1285
C  1.684  -3.525  -0.804  0.0174
C  3.326  -5.061  3.613  -0.0140
O  -0.500  -4.852  -3.344  -0.0055
C  1.204  -4.090  -1.979  -0.1267
H  3.317  -1.670  3.956  0.1310
C  3.735  -3.015  1.197  -0.2246
H  0.859  -5.770  -4.588  0.1248
H  0.430  -4.112  -5.034  0.1254
H  3.520  -2.312  6.363  0.1228
C  -0.473  -4.051  0.194  -0.0273
H  -1.050  -4.131  1.119  0.1233
C  0.081  -2.147  2.389  -0.1671
H  4.781  -1.162  1.225  0.1276
C  3.326  -2.730  4.235  -0.0509
H  5.770  -3.587  0.315  0.1044
C  1.851  -4.246  -3.352  -0.0878
C  5.058  -3.840  1.140  0.0026
H  -2.030  -4.830  -1.069  0.1262
C  0.787  -3.377  0.241  -0.1744
C  3.512  -3.085  5.583  -0.0556
C  1.244  -2.557  1.439  -0.0398
H  -0.285  -1.680  5.754  0.1291
O  -2.778  -1.311  5.286  -0.0921
C  -0.570  -1.739  4.699  0.0256
C  3.699  -5.409  4.927  -0.0465
C  0.692  -4.765  -4.200  -0.1137
H  4.917  -4.924  0.972  0.0946
C  3.012  -3.735  3.279  -0.2148
C  0.359  -2.076  3.741  -0.0502
C  -4.201  -1.195  4.967  -0.0450

Entry 4:
A single C25H26O5S molecule in a non-equilibrium geometry, computed with ωB97M-V/def2-TZVPD.

Computed properties:
- ΔE to the lowest compared entry with this formula, charge and spin (kcal/mol) = 57.5
- charge = 0
- lowest unoccupied orbital energy (eV) = 0.14
- F_max (eV/Å) = 3.58
- highest occupied orbital energy (eV) = -7.37
- structure (SMILES) = CCOC(=O)C(OC)=[S@](=O)(O[C@H](c1ccccc1)c1ccc(C)cc1)c1ccccc1

Each line ends with the Löwdin charge.
Positions of all 57 atoms, in Å:
H  4.648  -1.391  1.742  0.1292
C  0.751  -1.155  2.619  -0.3631
H  -1.346  -0.979  3.780  0.1163
C  -2.523  0.248  0.813  -0.0560
H  4.813  1.550  2.652  0.0650
C  4.393  -0.559  2.415  -0.2185
H  1.283  -3.763  1.846  0.0791
H  0.831  1.215  8.028  0.1147
H  -3.744  -1.406  4.120  0.1142
C  0.348  5.657  2.804  -0.0731
O  0.038  -2.303  2.674  -0.2096
H  0.897  4.439  4.502  0.1161
H  -4.584  0.202  0.193  0.1102
C  -3.880  -0.025  0.997  -0.0664
H  -1.698  2.591  1.602  0.1016
C  0.988  1.787  4.663  -0.1837
C  3.062  2.401  5.751  -0.0276
C  2.307  2.243  4.584  -0.0280
H  -2.162  0.717  -0.104  0.1219
C  -1.133  4.635  1.190  -0.0664
C  5.110  0.702  2.027  -0.0719
H  6.182  0.537  2.155  0.0780
C  2.248  -1.370  2.658  -0.4667
S  0.126  0.047  1.546  0.9199
C  3.426  2.026  8.214  -0.0573
H  -5.395  -0.757  2.355  0.1088
C  0.370  4.467  3.544  -0.0139
C  -1.609  -0.094  1.826  -0.2877
C  -0.252  3.318  3.023  -0.1480
O  2.752  -2.458  2.918  0.0653
C  -1.087  3.444  1.913  -0.0267
O  0.433  -0.052  0.138  -0.2602
H  4.186  2.809  8.144  0.0770
H  -1.755  4.679  0.296  0.1061
C  -2.058  -0.687  3.010  -0.0629
C  0.486  1.361  5.903  -0.0081
H  4.627  -0.862  3.444  0.1281
C  -0.370  5.729  1.610  -0.0874
C  -4.330  -0.584  2.196  -0.0646
O  0.653  1.346  2.245  -0.2274
H  3.961  1.075  8.321  0.0878
H  2.837  2.166  9.125  0.0778
C  -3.417  -0.931  3.194  -0.0481
C  0.046  1.904  3.501  -0.1814
C  2.557  1.995  6.991  -0.2770
H  0.280  -2.858  0.645  0.0910
H  0.911  6.524  3.160  0.1057
C  0.304  -3.318  1.642  -0.0238
H  -0.340  6.630  1.000  0.1021
H  -0.530  0.959  5.943  0.1178
H  2.733  2.515  3.615  0.1234
H  4.051  2.867  5.699  0.1159
O  2.968  -0.274  2.333  -0.0345
C  1.254  1.490  7.059  -0.0333
H  4.928  0.948  0.975  0.0838
H  -0.885  1.372  3.730  0.1289
H  -0.505  -4.040  1.762  0.0881